Formula: C16H32F6N4O8P
Source: OMol25
Level of theory: ωB97M-V with the def2-TZVPD basis set

Summary:
orbital gap	9.649	eV
total charge	-1

Last columns: bonded neighbours and bond lengths (Å).
Geometry (Å):
1 P 0.01175 0.03589 -1.09720  F2 1.624, F3 1.591, F4 1.617, F5 1.606, F6 1.661, F7 1.617
2 F -1.40605 0.31461 -0.35576  P1 1.624
3 F -0.46655 0.69040 -2.46574  P1 1.591
4 F 0.53881 1.49393 -0.63663  P1 1.617
5 F 1.43468 -0.38119 -1.71389  P1 1.606
6 F 0.55663 -0.55678 0.35618  P1 1.661
7 F -0.54615 -1.44055 -1.44924  P1 1.617
8 O -1.93937 -1.61816 -6.20413  C9 1.224
9 C -0.90683 -1.36369 -5.59861  O8 1.224, N10 1.358, C11 1.507
10 N -0.70902 -1.74323 -4.30958  C9 1.358, H12 1.008, H13 1.008
11 C 0.25904 -0.70291 -6.28720  C9 1.507, H14 1.088, H15 1.086, H16 1.091
12 H -1.54805 -2.08043 -3.86432  N10 1.008
13 H -0.06759 -1.22299 -3.73231  N10 1.008
14 H 0.31371 0.35289 -6.03121  C11 1.088
15 H 0.10654 -0.80798 -7.35687  C11 1.086
16 H 1.16345 -1.24837 -6.01382  C11 1.091
17 O 3.16995 -4.77525 0.86241  C18 1.230
18 C 2.77335 -3.61171 0.83003  O17 1.230, N19 1.356, C20 1.516
19 N 1.49367 -3.27232 0.53697  C18 1.356, H21 1.004, H22 1.008
20 C 3.68680 -2.46123 1.20480  C18 1.516, H23 1.089, H24 1.089, H25 1.091
21 H 0.85590 -3.95364 0.16792  N19 1.004
22 H 1.20057 -2.33721 0.77505  N19 1.008
23 H 3.17431 -1.71608 1.81174  C20 1.089
24 H 4.17053 -2.06585 0.31329  C20 1.089
25 H 4.47779 -2.89778 1.81616  C20 1.091
26 O -1.06560 -1.01150 5.66234  C27 1.214
27 C -1.02920 -1.09433 4.45124  O26 1.214, N28 1.363, C29 1.511
28 N -2.15926 -1.33301 3.72750  C27 1.363, H30 1.005, H31 1.003
29 C 0.24739 -1.05303 3.64473  C27 1.511, H32 1.084, H33 1.089, H34 1.096
30 H -3.00784 -1.27302 4.26185  N28 1.005
31 H -2.15841 -1.45403 2.73232  N28 1.003
32 H 1.12254 -0.83871 4.24703  C29 1.084
33 H 0.12088 -0.35743 2.81582  C29 1.089
34 H 0.38989 -2.06471 3.24667  C29 1.096
35 O -2.22760 2.40262 3.74952  C36 1.221
36 C -1.17743 2.71141 3.20804  O35 1.221, N37 1.358, C38 1.497
37 N -0.11225 3.13598 3.93498  C36 1.358, H39 1.004, H40 1.004
38 C -0.96828 2.59026 1.73041  C36 1.497, H41 1.093, H42 1.081, H43 1.093
39 H 0.76459 3.40829 3.52793  N37 1.004
40 H -0.23942 3.28830 4.91955  N37 1.004
41 H -0.42567 3.45070 1.32929  C38 1.093
42 H -1.86567 2.39786 1.15987  C38 1.081
43 H -0.26898 1.76692 1.56355  C38 1.093
44 O 3.27180 1.55735 3.31184  C45 1.195
45 C 3.56238 1.84493 2.18942  O44 1.195, O46 1.356, C49 1.505
46 O 2.82693 2.72052 1.46047  C45 1.356, C47 1.433
47 C 3.27263 2.78213 0.09960  O46 1.433, C48 1.529, H50 1.090, H51 1.088
48 C 4.18617 1.57091 -0.09130  C47 1.529, C49 1.532, H52 1.087, H53 1.091
49 C 4.69574 1.34481 1.33544  C45 1.505, C48 1.532, H54 1.097, H55 1.090
50 H 3.73603 3.74009 -0.13725  C47 1.090
51 H 2.39049 2.66477 -0.52618  C47 1.088
52 H 5.00744 1.70131 -0.79132  C48 1.087
53 H 3.60736 0.69423 -0.38570  C48 1.091
54 H 5.61418 1.91107 1.53416  C49 1.097
55 H 4.99992 0.33475 1.61085  C49 1.090
56 O -4.76914 2.37569 -2.82460  C57 1.194
57 C -4.70708 1.32821 -2.25403  O56 1.194, O58 1.353, C61 1.519
58 O -5.24495 1.14437 -1.02673  C57 1.353, C59 1.423
59 C -5.23153 -0.22621 -0.64594  O58 1.423, C60 1.556, H62 1.093, H63 1.084
60 C -4.29088 -0.98066 -1.62923  C59 1.556, C61 1.529, H64 1.085, H65 1.088
61 C -3.98961 0.06664 -2.70222  C57 1.519, C60 1.529, H66 1.088, H67 1.089
62 H -6.25067 -0.59313 -0.79454  C59 1.093
63 H -4.94331 -0.34680 0.39224  C59 1.084
64 H -4.78134 -1.84894 -2.05790  C60 1.085
65 H -3.36815 -1.25369 -1.12185  C60 1.088
66 H -4.39071 -0.19320 -3.67969  C61 1.088
67 H -2.94118 0.35788 -2.73622  C61 1.089